{"formula": "C30H80B3F12N5O10", "method": "ωB97M-V/def2-TZVPD", "energy_ev": -94972.990, "charge": 2, "e_homo_ha": -0.461, "relative_energy_kcal_mol": 23.5, "symbols": ["C", "O", "C", "C", "N", "H", "H", "C", "C", "O", "C", "H", "H", "H", "H", "H", "H", "H", "H", "H", "H", "H", "H", "H", "H", "C", "O", "C", "C", "N", "H", "H", "C", "C", "O", "C", "H", "H", "H", "H", "H", "H", "H", "H", "H", "H", "H", "H", "H", "H", "C", "O", "C", "C", "N", "H", "H", "C", "C", "O", "C", "H", "H", "H", "H", "H", "H", "H", "H", "H", "H", "H", "H", "H", "H", "C", "O", "C", "C", "N", "H", "H", "C", "C", "O", "C", "H", "H", "H", "H", "H", "H", "H", "H", "H", "H", "H", "H", "H", "H", "C", "O", "C", "C", "N", "H", "H", "C", "C", "O", "C", "H", "H", "H", "H", "H", "H", "H", "H", "H", "H", "H", "H", "H", "H", "B", "F", "F", "F", "F", "B", "F", "F", "F", "F", "B", "F", "F", "F", "F"], "xyz": [[-3.390, -5.089, 1.890], [-3.376, -3.722, 1.511], [-4.532, -3.340, 0.767], [-4.237, -1.922, 0.371], [-2.899, -1.756, -0.295], [-2.496, -0.830, -0.523], [-2.281, -2.090, 0.458], [-2.655, -2.718, -1.432], [-1.401, -2.305, -2.218], [-1.480, -0.919, -2.426], [-0.213, -0.312, -2.568], [-2.510, -5.231, 2.520], [-3.274, -5.779, 1.048], [-4.271, -5.265, 2.509], [-5.447, -3.350, 1.366], [-4.689, -4.060, -0.044], [-4.308, -1.159, 1.145], [-4.977, -1.526, -0.332], [-3.608, -2.640, -1.961], [-2.578, -3.702, -0.972], [-1.349, -2.826, -3.179], [-0.584, -2.592, -1.545], [0.346, -0.296, -1.634], [-0.359, 0.703, -2.927], [0.402, -0.754, -3.359], [-3.292, 5.499, 1.129], [-3.061, 4.326, 0.352], [-1.722, 3.912, 0.283], [-1.233, 3.243, 1.565], [-2.311, 2.360, 2.068], [-3.244, 2.776, 1.879], [-2.283, 1.453, 1.606], [-2.225, 2.073, 3.553], [-3.510, 2.448, 4.240], [-3.805, 3.809, 4.216], [-2.889, 4.664, 4.850], [-2.490, 6.231, 1.003], [-3.350, 5.155, 2.172], [-4.261, 5.952, 0.942], [-1.093, 4.721, -0.099], [-1.747, 3.127, -0.484], [-0.945, 4.001, 2.289], [-0.382, 2.605, 1.360], [-1.331, 2.554, 3.943], [-2.042, 1.009, 3.668], [-3.512, 2.030, 5.260], [-4.375, 1.922, 3.831], [-1.853, 4.486, 4.541], [-2.907, 4.531, 5.941], [-3.172, 5.700, 4.688], [0.291, -2.907, 4.278], [1.526, -2.225, 4.204], [1.449, -0.911, 4.712], [2.645, -0.130, 4.224], [2.736, -0.324, 2.739], [2.580, -1.324, 2.569], [1.934, 0.172, 2.298], [3.944, 0.195, 2.036], [3.885, -0.326, 0.615], [3.810, -1.725, 0.682], [3.310, -2.287, -0.524], [0.394, -3.841, 3.734], [-0.587, -2.351, 3.928], [0.058, -3.082, 5.339], [1.521, -0.972, 5.801], [0.535, -0.403, 4.408], [3.567, -0.550, 4.630], [2.650, 0.923, 4.487], [4.806, -0.217, 2.552], [3.825, 1.276, 2.011], [4.755, 0.021, 0.047], [3.028, 0.120, 0.095], [3.218, -3.367, -0.442], [3.927, -2.087, -1.406], [2.323, -1.826, -0.651], [7.061, 5.572, -5.108], [6.493, 5.997, -3.873], [5.683, 7.117, -4.001], [4.578, 7.079, -2.942], [3.800, 5.776, -2.871], [2.937, 6.014, -2.382], [3.538, 5.509, -3.823], [4.593, 4.593, -2.374], [3.628, 3.552, -1.809], [2.499, 3.449, -2.627], [1.301, 3.022, -1.930], [6.299, 5.149, -5.773], [7.784, 4.779, -4.944], [7.520, 6.428, -5.601], [5.171, 7.300, -4.957], [6.244, 8.052, -3.885], [3.838, 7.825, -3.229], [4.976, 7.256, -1.947], [5.330, 4.880, -1.634], [5.058, 4.151, -3.248], [3.358, 3.895, -0.803], [4.191, 2.617, -1.712], [1.341, 2.166, -1.255], [0.657, 2.767, -2.766], [0.996, 3.905, -1.375], [0.205, -5.204, 0.975], [-0.187, -5.773, -0.283], [0.505, -6.951, -0.590], [-0.153, -7.515, -1.835], [-0.588, -6.444, -2.798], [-1.288, -5.909, -2.275], [0.214, -5.866, -3.046], [-1.364, -6.987, -3.990], [-1.629, -5.871, -4.947], [-2.424, -4.917, -4.277], [-2.978, -3.924, -5.151], [1.254, -4.920, 0.873], [0.147, -5.951, 1.768], [-0.449, -4.358, 1.153], [0.436, -7.659, 0.238], [1.570, -6.770, -0.774], [-1.024, -8.091, -1.530], [0.484, -8.161, -2.436], [-2.242, -7.416, -3.513], [-0.739, -7.772, -4.413], [-2.161, -6.254, -5.824], [-0.712, -5.406, -5.331], [-2.804, -4.176, -6.196], [-2.593, -2.945, -4.865], [-4.059, -3.876, -5.006], [-0.408, -0.308, 1.109], [-0.066, -1.620, 0.684], [-0.863, -0.349, 2.416], [0.756, 0.493, 1.050], [-1.376, 0.290, 0.264], [1.757, 3.225, 3.034], [1.002, 2.044, 3.199], [3.009, 3.019, 3.672], [1.918, 3.424, 1.640], [1.146, 4.344, 3.590], [-5.254, 1.337, 0.972], [-4.030, 1.169, 0.291], [-6.308, 1.262, 0.070], [-5.377, 0.370, 2.013], [-5.129, 2.612, 1.603]], "forces_ev_per_a": [[0.5, 0.5, 0.7], [-0.1, -0.5, -0.2], [0.8, 0.1, 0.6], [-1.1, 1.9, -1.7], [1.3, -2.1, 1.0], [-1.1, 0.3, 0.1], [0.2, 0.2, -0.2], [-1.0, 0.9, 0.1], [-0.8, -0.2, 0.9], [0.3, -0.1, 0.0], [0.3, 0.5, -0.6], [-0.1, 0.0, 0.1], [-0.4, 0.1, -0.1], [-0.1, -0.4, -0.2], [0.1, 0.0, 0.2], [0.0, 0.3, -0.3], [0.3, -0.5, 0.5], [-0.1, -0.3, -0.1], [0.3, -0.3, -0.6], [0.1, -0.1, -0.3], [0.1, -0.2, 0.2], [0.4, 0.3, -0.4], [0.0, -0.1, 0.2], [-0.3, 0.1, 0.3], [-0.1, -0.5, 0.1], [0.3, -0.7, 1.1], [-0.3, 0.6, -0.4], [-0.6, -0.8, -0.8], [0.1, 0.5, -0.6], [-0.1, 0.3, 1.3], [0.0, -0.1, -0.3], [-0.2, 0.3, -0.5], [0.1, -0.3, -0.2], [-0.4, -0.6, 0.9], [-0.3, 0.5, -0.6], [0.4, -0.2, 1.0], [0.0, 0.0, 0.0], [0.2, 0.5, 0.1], [0.0, -0.2, -0.6], [0.3, 0.0, 0.4], [0.1, 0.1, -0.1], [-0.2, -0.3, 0.4], [0.3, 0.2, 0.1], [-0.1, 0.2, 0.0], [-0.2, 0.0, 0.0], [0.5, 0.4, 0.2], [0.1, 0.2, -0.6], [-0.1, 0.2, -0.2], [0.0, -0.2, 0.0], [-0.1, -0.1, -0.4], [-0.4, 0.0, 1.0], [-0.1, 0.2, -1.0], [0.3, 0.3, 0.6], [1.0, -0.6, -0.1], [-0.9, 0.8, 0.1], [0.3, 0.0, -0.1], [0.1, -0.2, 0.3], [-0.6, -0.5, -0.3], [0.2, 0.5, -0.1], [0.2, -0.6, -0.4], [-0.5, 0.5, 0.1], [0.0, -0.1, 0.1], [0.4, 0.2, -0.5], [0.1, -0.4, -0.1], [-0.3, 0.3, 0.1], [-0.2, -0.1, 0.0], [0.0, -0.2, 0.0], [-0.3, 0.1, -0.2], [0.2, 0.5, 0.1], [0.6, 0.1, 0.4], [0.3, -0.2, 0.1], [-0.3, -0.3, 0.1], [0.0, 0.0, 0.4], [0.2, 0.2, 0.2], [-0.1, -0.4, -0.5], [-0.1, 0.1, -0.4], [0.1, -0.5, -0.4], [-0.9, 0.7, 0.3], [0.2, 0.1, -0.2], [1.2, 0.6, -0.9], [0.0, -0.7, 0.3], [-0.4, 0.2, 0.1], [-1.1, -1.1, -0.2], [0.3, 0.7, 1.0], [0.3, -0.7, 0.1], [0.3, 0.7, -0.9], [-0.1, 0.2, 0.0], [0.1, 0.2, 0.4], [0.2, -0.1, -0.1], [0.3, -0.9, -0.4], [0.1, 0.0, 0.4], [0.1, 0.2, 0.4], [-0.1, 0.0, 0.1], [0.1, 0.2, -0.1], [0.3, 0.4, 0.0], [-0.2, -0.3, 0.1], [-0.2, -0.1, 0.0], [0.7, 0.0, 0.0], [-0.5, 0.2, 0.3], [-0.7, -0.2, 0.2], [0.4, -0.4, -0.6], [-0.4, 0.2, 0.1], [0.3, 0.3, -0.3], [0.0, -0.6, -0.4], [-1.0, -0.6, 0.9], [0.6, 0.7, -0.1], [-0.2, 0.2, -0.1], [1.3, -0.1, 0.7], [-0.7, 0.4, -0.4], [0.1, -0.1, 0.0], [-0.5, 0.1, 0.4], [0.0, 0.4, 0.3], [-0.3, 0.0, 0.1], [0.1, 0.1, 0.1], [0.0, -0.3, -0.1], [0.1, 0.2, 0.1], [-0.2, 0.1, -0.3], [0.2, -0.2, 0.4], [-0.3, 0.0, -0.5], [-0.2, 0.0, -0.2], [0.0, -0.2, 0.0], [0.2, -0.1, 0.1], [0.2, 0.2, 0.0], [0.2, 0.0, -0.4], [0.0, -0.2, 0.1], [0.8, 0.2, 0.2], [-0.4, 0.2, -0.2], [-0.2, -0.2, -0.1], [-0.1, -0.2, -0.5], [0.4, -0.2, 0.2], [0.6, 0.6, 0.3], [-0.3, -0.2, 0.3], [-0.1, -0.2, -0.5], [0.3, -0.1, -0.2], [-0.3, -0.3, -0.1], [-0.5, 0.9, 0.4], [0.5, -0.8, -0.3], [0.4, -0.1, 0.4], [0.2, 0.0, -0.4], [-0.3, -0.3, -0.1]], "lowdin_charge": [-0.085, -0.207, -0.181, -0.080, 0.068, 0.141, 0.136, -0.069, -0.197, -0.161, -0.080, 0.083, 0.088, 0.103, 0.147, 0.125, 0.118, 0.152, 0.141, 0.117, 0.103, 0.120, 0.072, 0.084, 0.099, -0.057, -0.184, -0.198, -0.093, 0.101, 0.128, 0.120, -0.077, -0.209, -0.167, -0.095, 0.094, 0.071, 0.100, 0.122, 0.126, 0.125, 0.100, 0.113, 0.119, 0.138, 0.123, 0.077, 0.098, 0.095, -0.085, -0.182, -0.192, -0.076, 0.061, 0.158, 0.128, -0.060, -0.224, -0.171, -0.078, 0.078, 0.085, 0.100, 0.143, 0.118, 0.141, 0.122, 0.145, 0.135, 0.134, 0.113, 0.081, 0.094, 0.074, -0.066, -0.196, -0.229, -0.071, 0.080, 0.184, 0.181, -0.081, -0.220, -0.189, -0.040, 0.093, 0.096, 0.099, 0.135, 0.144, 0.138, 0.141, 0.144, 0.129, 0.129, 0.133, 0.085, 0.086, 0.086, -0.054, -0.218, -0.209, -0.083, 0.059, 0.156, 0.189, -0.069, -0.215, -0.209, -0.052, 0.094, 0.099, 0.077, 0.141, 0.136, 0.144, 0.142, 0.149, 0.144, 0.142, 0.142, 0.097, 0.081, 0.102, -1.252, 0.107, 0.156, 0.104, 0.111, -1.255, 0.102, 0.088, 0.082, 0.130, -1.211, 0.100, 0.139, 0.078, 0.093]}